No. 1
34
Properties=species:S:1:pos:R:3:forces:R:3 method="wB97M-V/def2-TZVPD" smiles="C=CC(C)(C)C.C1CCOCC1" multiplicity=1 orbital_gap_ev=10.454 total_energy_ev=-13810.62541 charge=0 e_above_lowest_kj_mol=0.0 lumo_ev=0.90
C -2.76023 -0.57696 1.39860 0.20 -0.25 -0.11
C -2.94285 -0.35333 -0.11235 0.30 0.20 0.51
C -1.56618 -0.04596 -0.72653 -0.18 0.83 0.61
C -3.46172 -1.64150 -0.75073 -0.44 -0.16 0.34
C -3.88182 0.81545 -0.37138 -0.03 -0.32 -0.01
C -4.46505 1.59085 0.53869 0.28 0.27 -0.23
C 4.27897 0.94948 -0.49933 0.17 0.75 -0.07
C 4.71691 -0.28193 0.26101 -0.02 -0.65 -0.53
C 3.58676 -1.31680 0.13277 0.17 -0.18 0.54
C 1.91483 0.34391 0.03554 -0.20 -0.15 -0.10
C 2.94431 1.45640 0.04900 -0.11 0.33 -0.78
H -2.11967 -1.45038 1.56372 0.00 0.12 -0.04
H -3.71121 -0.79227 1.88830 -0.04 0.10 0.00
H -2.28396 0.27789 1.89486 -0.15 -0.11 -0.14
H -1.62760 0.09482 -1.79585 -0.06 0.06 -0.40
H -0.87483 -0.85321 -0.52431 0.19 -0.25 0.06
H -1.15972 0.88142 -0.27900 -0.12 -0.40 -0.26
H -4.40310 -1.93753 -0.27109 0.09 0.00 -0.16
H -3.64500 -1.52250 -1.81708 0.01 0.04 -0.10
H -2.75011 -2.46493 -0.60878 -0.05 0.22 -0.04
H -4.07569 0.99536 -1.42640 -0.02 0.10 -0.03
H -4.27373 1.45931 1.60034 -0.15 0.02 -0.14
H -5.07343 2.45167 0.24151 0.13 -0.44 0.12
H 5.02403 1.76710 -0.44220 -0.23 -0.45 -0.08
H 4.16113 0.67880 -1.56192 0.03 0.17 0.21
H 5.64155 -0.68332 -0.18025 -0.18 0.00 0.22
H 4.90085 -0.04118 1.30449 0.01 -0.08 0.20
H 3.42707 -1.54969 -0.93358 0.03 -0.01 0.11
H 3.78555 -2.25991 0.67445 0.08 0.46 -0.30
H 1.00524 0.64332 0.56925 0.16 -0.09 -0.23
H 1.65583 0.09101 -1.01587 0.01 0.06 0.36
H 2.59012 2.28241 -0.61050 0.09 -0.36 0.64
H 3.06012 1.81365 1.07380 0.06 0.15 -0.04
O 2.38261 -0.82144 0.70080 -0.01 0.07 -0.13

***

No. 2
15
Properties=species:S:1:pos:R:3:forces:R:3 method="wB97M-V/def2-TZVPD" multiplicity=6 orbital_gap_ev="8.460 / 6.614" total_energy_ev=-17481.37873 charge=+1 e_above_lowest_kj_mol=14.8 lumo_ev="-4.31 / -7.57"
O -0.56496 2.13198 -0.19567 -1.42 0.67 -0.10
O -0.32154 0.22071 0.85774 -3.10 0.24 0.61
C 1.22118 -1.30407 -0.25981 0.85 -1.10 -0.39
C 2.65400 -0.87046 -0.10989 -0.43 -2.39 -0.03
O 2.72960 0.53137 -0.07167 2.07 0.59 -0.19
C -1.09677 1.09050 0.29737 -1.75 -1.47 0.27
H 0.84514 -2.07634 0.41772 -0.10 0.40 -0.55
H 0.73128 -1.04780 -1.20693 -0.02 -0.39 0.44
H 3.23927 -1.26196 -0.96381 -0.01 0.51 0.25
H 3.08143 -1.31430 0.80908 -0.05 0.50 -0.29
O -2.98008 -0.39575 0.25047 0.95 0.61 0.07
O -3.35206 1.74243 -0.16502 1.03 -0.29 0.24
C -2.57814 0.78980 0.11576 -2.53 -0.22 -0.16
Ir 1.17014 1.38390 0.26189 4.16 2.27 -0.15
Li -4.77850 0.37999 -0.03721 0.34 0.07 -0.02

***

No. 3
30
Properties=species:S:1:pos:R:3:forces:R:3 method="wB97M-V/def2-TZVPD" multiplicity=2 orbital_gap_ev="2.445 / 7.706" total_energy_ev=-14774.34497 charge=-1 e_above_lowest_kj_mol=194.5 lumo_ev="3.46 / 3.29"
C 2.06432 -0.65496 -2.91176 0.74 -0.63 -0.60
C 1.84344 -0.99592 -0.35957 -3.14 -1.37 -2.81
C 2.47108 -0.52485 -1.50273 3.94 2.49 1.68
C 2.21639 -0.81633 0.94844 -2.48 -1.36 1.99
C 3.69864 0.19320 -1.26587 -0.09 -0.61 1.96
C 3.36482 -0.11133 1.16661 2.51 0.25 1.46
C 4.18114 0.33920 0.09931 -3.60 -1.30 -2.01
H 0.89654 -1.51415 -0.73379 0.94 0.36 1.59
H 1.48950 -1.28794 1.84764 2.24 1.50 -2.59
H 2.02665 -1.70370 -3.11552 -1.21 -0.93 -0.22
H 2.88197 -0.43931 -3.62909 -0.35 0.82 0.60
H 4.27185 0.56939 -2.13125 -0.23 -0.16 0.66
H 3.78280 -0.03014 2.22983 -0.71 0.09 -1.59
H 5.10181 0.75075 0.31214 1.80 1.03 0.30
H 1.16825 -0.09050 -3.11647 -0.38 -0.16 -0.38
C -4.29421 -0.87806 -0.07542 1.07 -3.05 2.32
C -1.49143 1.78662 1.75112 -0.10 1.23 -1.76
C -1.95634 0.69444 2.45301 -0.30 -0.38 -0.59
C -1.74974 1.82970 0.34450 0.50 0.65 1.02
C -2.71727 -0.25293 1.77098 -0.62 -1.17 -0.65
C -2.60273 0.89934 -0.24918 1.95 3.48 -2.79
C -3.17914 -0.06982 0.41145 -0.61 -0.86 2.89
H -0.98429 2.68941 2.11983 -0.11 -0.76 0.52
H -1.77051 0.57344 3.50033 0.22 -0.12 0.50
H -1.47054 2.71998 -0.24355 0.14 -0.63 0.36
H -3.03855 -1.23626 2.15144 0.21 0.65 0.66
H -2.69947 1.13086 -1.31985 -0.73 -0.55 0.18
H -3.85241 -1.89630 -0.28109 -0.39 0.20 0.07
H -4.69465 -0.60001 -0.99282 -1.21 0.88 -1.22
H -4.95791 -1.07384 0.82131 0.02 0.41 -1.54